1.
Computed, not measured: C44H27F11N5O4PtSSb as an isolated structure in a non-equilibrium geometry, with ωB97M-V with the def2-TZVPD basis set.

Output
Total energy = -4123.268567 Ha
E_HOMO (spin up / spin down) = -13.5491 / -13.9123 eV
⟨S²⟩ = 6.041
Gap between HOMO and LUMO (spin up / spin down) = 8.18 / 6.08 eV

Structure (ORCA input):
```
! RIJCOSX wB97M-V def2-TZVPD def2/J DEFGRID3
* xyz 2 5
Pt -1.13538 1.22028 0.89904
N -0.98996 0.22795 3.06702
C -2.09951 -0.62081 3.34253
C -2.09766 -1.56434 4.33514
C -3.25515 -2.32058 4.60179
C -4.40003 -2.11759 3.88430
C -4.42317 -1.17916 2.82798
C -5.55582 -0.94118 2.02046
C -5.47510 -0.05731 0.97942
C -4.25300 0.58412 0.72508
N -3.18905 0.39582 1.47214
C -3.24846 -0.44683 2.53608
H -0.12020 -0.08237 3.48329
H -1.15261 1.17809 3.39490
H -1.21272 -1.70394 4.94553
H -3.24150 -3.04392 5.40536
H -5.29807 -2.67888 4.10834
H -6.47912 -1.46581 2.23251
H -6.32493 0.14374 0.34352
H -4.14783 1.26913 -0.10551
F -1.26280 8.18699 0.65764
C -1.57833 6.93081 0.58741
C -0.82309 6.07044 -0.23252
F 0.19072 6.55560 -0.91878
C -1.15841 4.75340 -0.29907
F -0.48252 3.91963 -1.06858
C -2.26448 4.19579 0.43961
O -2.58919 2.98801 0.34798
C -3.00116 5.12143 1.25923
F -4.00552 4.65291 1.96053
C -2.66868 6.44653 1.32726
F -3.35333 7.27508 2.08349
F 1.86286 4.81047 2.50526
C 2.38434 3.79983 1.83070
F 3.49441 3.39100 2.42036
F 2.65179 4.17961 0.58842
S 1.15224 2.39861 1.77840
O 1.18953 1.89020 0.39652
O 1.59065 1.40234 2.73033
O -0.14001 3.00416 2.10376
N -1.80089 -0.40021 -9.60116
C -1.69025 -0.44222 -8.45884
C -1.57023 -0.50478 -7.03260
C -1.83957 0.62323 -6.26039
C -1.76898 0.54689 -4.88216
C -1.41855 -0.65259 -4.27533
C -1.12070 -1.77224 -5.04033
C -1.20123 -1.70028 -6.41888
N -1.38679 -0.74094 -2.84998
C -1.71069 -1.85161 -2.10328
C -1.60293 -1.48767 -0.79737
N -1.21006 -0.17329 -0.74314
C -1.10456 0.25498 -1.99108
H -2.11909 1.54982 -6.74158
H -2.01045 1.41449 -4.28224
H -0.81399 -2.69847 -4.57181
H -0.97728 -2.56668 -7.02516
H -1.99907 -2.78747 -2.54734
H -1.76921 -2.07824 0.08692
H -0.76079 1.23541 -2.27737
F 7.11438 -1.09846 4.40930
C 6.02480 -1.00497 3.65590
C 5.79141 0.16844 2.95655
C 4.65693 0.26079 2.17175
C 3.78557 -0.82090 2.08723
C 4.01725 -1.98169 2.81904
C 5.15551 -2.08201 3.60077
Sb 2.03875 -0.72768 0.86387
C 2.80608 -0.53304 -1.12056
C 4.04058 0.04911 -1.38585
C 4.51489 0.09385 -2.68692
C 3.73405 -0.43396 -3.70098
F 4.18644 -0.40004 -4.95020
C 2.49357 -1.00361 -3.45953
C 2.02924 -1.04714 -2.15699
C 1.44751 -2.82513 0.77742
C 0.41010 -3.30600 1.56626
C 0.06961 -4.64819 1.51284
C 0.77968 -5.47768 0.66004
F 0.44402 -6.76284 0.59376
C 1.82413 -5.01461 -0.12216
C 2.15763 -3.66986 -0.06676
H 6.48937 0.99060 3.04086
H 4.46167 1.17699 1.63129
H 3.32761 -2.81561 2.76898
H 5.37670 -2.97758 4.16546
H 4.65243 0.45047 -0.58910
H 5.47791 0.52548 -2.92381
H 1.92077 -1.40653 -4.28460
H 1.07424 -1.51606 -1.94013
H -0.13210 -2.64172 2.23128
H -0.72554 -5.06158 2.11909
H 2.36697 -5.70242 -0.75691
H 2.97339 -3.29377 -0.67094
*
```

Here are the Löwdin charges for atoms 1 to 6, given in e: atom 1 (Pt): 1.204, atom 2 (N): 0.044, atom 3 (C): -0.244, atom 4 (C): 0.000, atom 5 (C): -0.039, atom 6 (C): -0.001

2.
Computed, not measured: C10H26N2O11P2Sn as an isolated structure in a non-equilibrium geometry, with ωB97M-V with the def2-TZVPD basis set.

Output
Total energy = -2230.487611 Ha
E_HOMO = 5.9541 eV
ΔE to the lowest compared entry with this formula, charge and spin = 0.00 kcal/mol
Gap between HOMO and LUMO = 1.44 eV

Structure (ORCA input):
```
! RIJCOSX wB97M-V def2-TZVPD def2/J DEFGRID3
* xyz -4 1
Sn -22.69415 -19.11930 -9.26715
P -19.74054 -20.65387 -10.18302
O -19.14615 -21.73739 -9.30598
O -21.25995 -21.01727 -10.54355
O -19.01999 -20.52325 -11.56940
O -19.83231 -19.30577 -9.37487
P -22.63636 -20.86010 -6.47989
O -23.64092 -20.79654 -5.29316
O -21.97214 -19.46019 -6.76722
O -23.42081 -21.13132 -7.82771
O -21.56558 -21.91297 -6.22102
C -21.97135 -14.96806 -8.64860
O -21.68093 -16.11208 -9.39940
C -20.38972 -16.07465 -10.04356
C -20.63005 -16.58260 -11.43784
N -20.95816 -17.97812 -11.50286
C -20.68281 -18.60963 -12.81179
C -21.16858 -17.89248 -14.06545
O -22.53532 -17.95506 -14.42625
C -22.94554 -19.20487 -14.92055
H -21.88489 -14.08707 -9.30690
H -21.21655 -14.85561 -7.85373
H -22.94515 -15.07918 -8.17758
H -19.72882 -16.74701 -9.48774
H -20.03924 -15.03376 -10.03985
H -19.72560 -16.41684 -12.07690
H -21.38819 -16.02163 -12.00509
H -20.33314 -18.61471 -10.95434
H -21.16688 -19.58422 -12.68064
H -19.60956 -18.82226 -12.90914
H -20.55711 -18.27291 -14.90733
H -20.85238 -16.84088 -14.05808
H -22.13647 -19.66424 -15.50497
H -23.82986 -18.97998 -15.52085
H -23.21395 -19.93726 -14.15621
C -24.13164 -21.45708 -11.72851
C -23.81260 -22.82291 -12.31368
C -24.00331 -22.91802 -13.83562
O -25.29608 -22.65114 -14.36465
C -26.23400 -23.66531 -14.19926
N -22.39583 -23.11407 -12.02654
H -23.62945 -20.58174 -12.14257
H -23.90129 -21.42452 -10.66218
H -25.21806 -21.27018 -11.72011
H -24.47894 -23.53259 -11.80366
H -23.66889 -23.94461 -14.06003
H -23.34293 -22.19057 -14.30570
H -27.25552 -23.32704 -14.41106
H -26.24657 -23.97832 -13.15011
H -26.09898 -24.49282 -14.91471
H -21.87766 -22.24488 -11.76060
H -21.93996 -23.34775 -12.91162
*
```

Here are the Löwdin charges for atoms 1 to 6, given in e: atom 1 (Sn): 1.277, atom 2 (P): -0.076, atom 3 (O): -0.467, atom 4 (O): -0.526, atom 5 (O): -0.525, atom 6 (O): -0.495

3.
Computed, not measured: one molecule with the formula C4H6N2O, with ωB97M-V with the def2-TZVPD basis set.

Output
Total energy = -340.643271 Ha
E_HOMO = -7.6808 eV
ΔE to the lowest compared entry with this formula, charge and spin = 95.16 kcal/mol
Gap between HOMO and LUMO = 8.25 eV

Structure (ORCA input):
```
! RIJCOSX wB97M-V def2-TZVPD def2/J DEFGRID3
* xyz 0 1
C 2.19339 0.27034 -0.40801
O 1.21320 -0.70104 -0.08983
C -0.04941 -0.23796 0.05802
C -1.11610 -1.22598 0.23083
N -2.30824 -0.80673 0.40542
C -1.40140 1.72750 -0.13324
N -0.39761 0.99073 0.02703
H 1.95771 0.77290 -1.35194
H 3.14301 -0.25942 -0.50043
H 2.26882 1.02365 0.38328
H -0.81130 -2.27297 0.17322
H -2.97449 -1.57621 0.44841
H -1.71756 2.29519 0.75724
*
```

Here are the Löwdin charges for atoms 1 to 6, given in e: atom 1 (C): -0.077, atom 2 (O): -0.081, atom 3 (C): -0.376, atom 4 (C): -0.145, atom 5 (N): 0.109, atom 6 (C): 0.067

4.
Computed, not measured: a 3-piece molecular cluster, C12H21FN3O3P overall, with ωB97M-V with the def2-TZVPD basis set.

Output
SMILES = CO[C@H](F)[C@H](OC)P(N)O.c1cc[nH]c1.c1cc[nH]c1
Total energy = -1301.031209 Ha
E_HOMO = -8.0544 eV
Gap between HOMO and LUMO = 8.66 eV

Structure (ORCA input):
```
! RIJCOSX wB97M-V def2-TZVPD def2/J DEFGRID3
* xyz 0 1
C -3.27917 4.13508 -5.22005
O -2.31239 3.74416 -4.25575
C -2.08178 2.38990 -4.18437
F -3.30245 1.70170 -4.16705
C -1.36978 2.08541 -2.87471
O -0.22911 2.88982 -2.74890
C -0.24412 3.79959 -1.66660
P -0.89785 0.26722 -2.59895
N 0.66903 0.27750 -3.25326
O -1.67369 -0.46537 -3.87044
H -3.16107 5.20795 -5.35700
H -3.11033 3.63239 -6.17895
H -4.28925 3.91865 -4.87046
H -1.53389 2.03703 -5.06792
H -2.10681 2.32525 -2.09425
H -0.65266 3.34017 -0.75978
H 0.78842 4.08802 -1.47389
H -0.83121 4.69125 -1.91082
H 0.67154 0.14425 -4.26053
H 1.20673 -0.48067 -2.84955
H -2.61991 -0.57347 -3.70511
C 2.50247 -1.37848 2.33523
C 1.66102 -0.33963 1.85196
C 1.04936 -0.80391 0.71819
N 1.48712 -2.08090 0.50012
C 2.37402 -2.44125 1.47805
H 3.13379 -1.34852 3.20864
H 1.52330 0.63614 2.28654
H 0.34198 -0.34189 0.04999
H 1.19584 -2.66803 -0.25940
H 2.83901 -3.41300 1.47855
C 0.98255 -2.84377 6.93858
C 1.09988 -4.25954 6.88258
C 1.38532 -4.59234 5.58445
N 1.44610 -3.43581 4.85839
C 1.20114 -2.36672 5.67272
H 0.76211 -2.24597 7.80711
H 0.98711 -4.95201 7.69996
H 1.54998 -5.54996 5.12096
H 1.63588 -3.36692 3.87308
H 1.20178 -1.36333 5.28264
*
```

Here are the Löwdin charges for atoms 1 to 6, given in e: atom 1 (C): -0.068, atom 2 (O): -0.099, atom 3 (C): -0.381, atom 4 (F): -0.005, atom 5 (C): -0.423, atom 6 (O): -0.201

5.
Computed, not measured: C20H39IrN4O4 as an isolated structure in a non-equilibrium geometry, with ωB97M-V with the def2-TZVPD basis set.

Output
Total energy = -1409.262312 Ha
E_HOMO = -15.5711 eV
ΔE to the lowest compared entry with this formula, charge and spin = 0.00 kcal/mol
Gap between HOMO and LUMO = 8.56 eV

Structure (ORCA input):
```
! RIJCOSX wB97M-V def2-TZVPD def2/J DEFGRID3
* xyz 2 1
Ir -0.27479 0.01896 -0.34230
C -1.50847 -0.25778 3.86433
C -0.66281 0.04701 2.62876
C 0.09844 1.39930 2.85150
C 1.63643 1.49434 2.58698
C 2.45680 0.45238 3.32484
C 2.12214 2.90765 2.85851
N 1.71088 1.23349 1.07870
C 2.87503 1.16441 0.14024
C 2.35821 0.99729 -1.31861
N 1.52187 -0.22378 -1.59673
C 2.26079 -1.45767 -1.23957
C 1.78176 -2.06399 0.06622
O 2.28866 -2.99976 0.60168
O 0.72790 -1.42147 0.61097
C 0.99378 -0.30443 -3.02263
C 0.52672 1.04118 -3.55486
C 0.00592 -1.48395 -3.15597
C -1.41502 -1.48274 -2.57620
C -2.11838 -2.74704 -3.07788
C -2.26545 -0.26985 -2.95701
N -1.27787 -1.58322 -1.05729
C -2.54686 -1.52290 -0.28704
C -2.19563 -1.33519 1.17530
N -1.54194 -0.00398 1.36941
C -2.48189 1.14384 1.25581
C -2.05269 2.09668 0.13937
O -2.78817 2.86090 -0.39377
O -0.73967 1.96938 -0.19220
H -0.84611 -0.36720 4.72247
H -2.06257 -1.19015 3.76577
H -2.21508 0.54402 4.08622
H 0.03785 -0.77144 2.49744
H -0.04794 1.67464 3.89545
H -0.36116 2.20175 2.27164
H 2.30287 0.57406 4.39676
H 3.52294 0.58220 3.13425
H 2.18076 -0.57089 3.05714
H 1.92827 3.16651 3.89878
H 1.60791 3.64049 2.23142
H 3.19703 2.99481 2.69619
H 1.04909 1.91444 0.68583
H 1.30460 0.28905 1.03433
H 3.52401 0.34821 0.45431
H 3.44173 2.09212 0.18946
H 3.25112 0.97144 -1.95201
H 1.77537 1.87395 -1.59328
H 3.33171 -1.26607 -1.16338
H 2.14304 -2.21318 -2.00977
H 1.84147 -0.60285 -3.65399
H -0.17528 1.55443 -2.89624
H 0.03539 0.88724 -4.51474
H 1.37040 1.70344 -3.74168
H 0.48197 -2.39247 -2.78063
H -0.09796 -1.65875 -4.22898
H -2.32149 -2.65079 -4.14372
H -3.07627 -2.89160 -2.57844
H -1.50868 -3.64100 -2.92761
H -2.12338 -0.06018 -4.01589
H -2.03271 0.64432 -2.40951
H -3.32541 -0.48197 -2.81573
H -0.77334 -2.43783 -0.81241
H -3.14172 -2.43025 -0.40497
H -3.13050 -0.69265 -0.67925
H -1.48317 -2.09036 1.50685
H -3.09764 -1.44600 1.78008
H -2.50578 1.72382 2.17869
H -3.49706 0.80563 1.05856
*
```

Here are the Löwdin charges for atoms 1 to 6, given in e: atom 1 (Ir): 1.453, atom 2 (C): -0.012, atom 3 (C): -0.293, atom 4 (C): -0.058, atom 5 (C): -0.473, atom 6 (C): 0.014

6.
Computed, not measured: a 2-piece molecular cluster, CH3N4 overall in a non-equilibrium geometry, with ωB97M-V with the def2-TZVPD basis set.

Output
Total energy = -258.379397 Ha
E_HOMO (spin up / spin down) = -13.3082 / -17.5419 eV
ΔE to the lowest compared entry with this formula, charge and spin = 53.34 kcal/mol
⟨S²⟩ = 2.019
Gap between HOMO and LUMO (spin up / spin down) = 9.06 / 8.22 eV

Structure (ORCA input):
```
! RIJCOSX wB97M-V def2-TZVPD def2/J DEFGRID3
* xyz 1 3
C 1.71268 -0.00484 1.28565
N -1.33636 -0.34243 -1.09987
N -1.82022 -1.18202 -1.72285
N 0.59454 0.23606 1.10516
N -0.82922 0.63119 -0.82965
H -2.19243 -1.91878 -1.17699
H 2.65751 -0.31716 1.66672
H -0.19842 0.75078 0.03472
*
```

Here are the Löwdin charges for atoms 1 to 6, given in e: atom 1 (C): 0.132, atom 2 (N): -0.095, atom 3 (N): 0.321, atom 4 (N): 0.108, atom 5 (N): 0.300, atom 6 (H): 0.127

7.
Computed, not measured: one molecule with the formula C5H7N, with ωB97M-V with the def2-TZVPD basis set.

Output
Total energy = -249.283909 Ha
E_HOMO = -8.2782 eV
ΔE to the lowest compared entry with this formula, charge and spin = 118.81 kcal/mol
Gap between HOMO and LUMO = 8.89 eV

Structure (ORCA input):
```
! RIJCOSX wB97M-V def2-TZVPD def2/J DEFGRID3
* xyz 0 1
C 0.38716 -1.26150 -0.00585
C 1.08072 0.00332 -0.47371
C 0.54022 1.19935 -0.28000
C -0.37331 2.18091 -0.06298
N -2.01129 -0.63040 0.16885
C -0.91267 -0.96538 0.70876
H 1.05457 -1.82439 0.65908
H 0.18357 -1.91130 -0.86881
H 2.04170 -0.09105 -0.96842
H 0.98555 2.20320 -0.71634
H -0.17150 2.70372 0.88804
H -1.91198 -0.60519 -0.85175
H -0.89275 -1.00128 1.80311
*
```

Here are the Löwdin charges for atoms 1 to 6, given in e: atom 1 (C): -0.192, atom 2 (C): -0.122, atom 3 (C): -0.293, atom 4 (C): 0.100, atom 5 (N): 0.100, atom 6 (C): -0.269

8.
Computed, not measured: an isolated ion of composition C2H3ClN and charge +1 in a non-equilibrium geometry, with ωB97M-V with the def2-TZVPD basis set.

Output
SMILES = [NH3+]C#CCl
Total energy = -592.563121 Ha
E_HOMO = -14.9878 eV
ΔE to the lowest compared entry with this formula, charge and spin = 19.84 kcal/mol
Gap between HOMO and LUMO = 10.41 eV

Structure (ORCA input):
```
! RIJCOSX wB97M-V def2-TZVPD def2/J DEFGRID3
* xyz 1 1
N -0.25834 -0.02621 -0.04002
C -1.61535 -0.07725 0.12125
C -2.83368 0.05861 -0.10684
Cl -4.43574 -0.01144 -0.01410
H 0.39534 -0.85536 0.15008
H 0.13380 0.51619 0.74698
H -0.04550 0.53189 -0.89581
*
```

Here are the Löwdin charges for atoms 1 to 6, given in e: atom 1 (N): 0.175, atom 2 (C): -0.112, atom 3 (C): -0.558, atom 4 (Cl): 0.860, atom 5 (H): 0.232, atom 6 (H): 0.192

> Number 5 is which compound?

C20H39IrN4O4

> total energy of number 7 (C5H7N)?

-249.283909 Ha

> Look up the total energy of the first one.

-4123.268567 Ha